{"formula": "C30H38EuIN6O4S", "method": "ωB97M-V with the def2-TZVPD basis set", "symbols": ["Eu", "C", "N", "C", "C", "C", "C", "C", "C", "C", "N", "C", "C", "C", "C", "C", "C", "N", "C", "C", "H", "H", "H", "H", "H", "H", "H", "H", "H", "H", "H", "H", "H", "H", "H", "H", "H", "H", "H", "H", "C", "H", "H", "H", "I", "C", "C", "N", "N", "C", "H", "H", "H", "C", "C", "C", "C", "C", "C", "C", "S", "O", "O", "N", "C", "C", "C", "O", "O", "H", "H", "H", "H", "H", "H", "H", "H", "H", "H", "H", "H"], "coordinates": [[-0.623319, -1.306023, -1.444347], [-1.398819, -4.160123, 0.876553], [-2.118019, -2.998723, 0.367253], [-3.283419, -3.481223, -0.385447], [-2.610319, -2.107823, 1.398853], [-2.939519, -2.544623, 2.666553], [-3.568519, -1.706623, 3.575653], [-3.976419, -0.453523, 3.156153], [-3.631519, 0.009877, 1.904453], [-2.846719, -0.756223, 1.022453], [-2.378519, -0.334623, -0.191047], [-2.379419, 0.999977, -0.552847], [-2.187719, 2.078677, 0.326353], [-2.187119, 3.384677, -0.121647], [-2.380319, 3.657377, -1.464547], [-2.517219, 2.610177, -2.366847], [-2.507519, 1.294177, -1.943547], [-2.588519, 0.166277, -2.840547], [-2.286619, 0.465277, -4.237847], [-3.892019, -0.498623, -2.754747], [-2.054919, -4.855423, 1.419353], [-0.969519, -4.694323, 0.027453], [-0.602819, -3.837423, 1.543653], [-3.923419, -4.110423, 0.251553], [-3.868519, -2.633123, -0.734947], [-2.943919, -4.065623, -1.241247], [-2.713619, -3.553223, 2.976753], [-3.778719, -2.050323, 4.575253], [-4.557019, 0.174077, 3.816653], [-3.988719, 0.974577, 1.581853], [-1.981919, 1.874277, 1.366953], [-2.033019, 4.189677, 0.583353], [-2.406019, 4.677577, -1.817547], [-2.633119, 2.840677, -3.415747], [-3.099719, 1.011077, -4.737647], [-1.371219, 1.047977, -4.299647], [-2.129619, -0.476523, -4.766947], [-4.661919, 0.063377, -3.300447], [-3.813119, -1.501923, -3.180647], [-4.203119, -0.571623, -1.713347], [-0.365119, -3.495323, -2.730747], [-1.272219, -3.942223, -3.161847], [0.091181, -4.320323, -2.162147], [0.307881, -3.372823, -3.591147], [1.286081, -0.761923, 5.129153], [1.167981, -1.240323, 3.110953], [2.064681, -1.990923, 2.384153], [1.579581, -2.045723, 1.130253], [0.432381, -1.356623, 1.008553], [0.166381, -0.869823, 2.206753], [2.979881, -2.459223, 2.685153], [2.010681, -2.448123, 0.305753], [-0.711419, -0.290223, 2.403453], [7.602081, 1.023977, 0.742953], [6.179581, 1.424877, 0.972453], [5.153281, 0.486777, 0.953253], [3.840081, 0.878877, 1.148653], [3.552381, 2.210777, 1.359853], [4.553181, 3.163177, 1.377553], [5.865581, 2.766777, 1.187053], [1.849481, 2.723877, 1.540153], [1.803481, 3.813377, 2.465953], [1.027181, 1.572677, 1.777853], [1.436981, 3.330477, 0.050253], [0.950881, 2.408777, -0.934647], [2.016881, 1.631677, -1.733247], [1.328181, 0.299577, -2.015747], [0.346881, 0.303677, -2.786047], [1.691181, -0.717423, -1.379347], [7.705181, -0.054923, 0.698353], [8.238481, 1.404877, 1.538053], [7.962681, 1.443677, -0.194247], [5.378281, -0.552423, 0.771253], [3.025181, 0.175177, 1.126453], [4.287781, 4.196677, 1.545253], [6.653381, 3.506377, 1.202253], [2.031681, 4.074877, -0.272147], [0.285981, 2.930277, -1.626347], [0.342381, 1.704177, -0.359947], [2.918881, 1.466577, -1.143747], [2.270381, 2.154677, -2.655947]], "atomic_forces_ev_per_a": [[-1.1, -1.2, 0.4], [0.2, -0.1, 0.0], [0.1, 0.2, 0.0], [-0.1, -0.1, -0.2], [-0.1, 0.3, -0.1], [0.1, 0.0, 0.0], [-0.1, 0.0, 0.1], [0.1, -0.1, 0.2], [0.1, 0.0, -0.4], [-0.3, -0.4, 0.4], [0.4, -0.3, -0.2], [-0.3, 0.5, -0.3], [0.1, -0.2, -0.1], [-0.1, 0.1, 0.0], [0.0, 0.0, 0.0], [0.0, 0.1, -0.1], [0.1, -0.2, 0.5], [0.2, 0.0, 0.2], [0.2, 0.0, -0.1], [-0.3, -0.1, 0.1], [0.1, 0.0, 0.0], [0.0, 0.0, 0.0], [0.1, 0.0, 0.0], [0.1, 0.1, -0.1], [0.0, 0.0, 0.0], [0.0, 0.0, 0.0], [0.1, -0.1, -0.1], [-0.1, -0.1, 0.1], [0.0, 0.1, 0.0], [0.1, 0.1, 0.0], [0.0, 0.0, 0.0], [0.0, 0.0, 0.0], [0.0, 0.1, 0.0], [0.0, 0.0, -0.1], [0.0, 0.0, 0.1], [0.0, 0.0, 0.0], [-0.1, 0.0, 0.0], [0.1, 0.0, 0.0], [-0.1, 0.0, 0.0], [0.1, -0.1, -0.1], [-0.1, 0.2, 0.2], [-0.1, 0.1, 0.1], [0.0, 0.1, 0.2], [0.0, 0.2, 0.0], [0.0, -0.1, -0.4], [0.2, -0.1, 0.4], [-0.3, 0.1, 0.1], [0.3, -0.1, 0.0], [-0.3, -0.1, -0.5], [0.1, -0.4, 0.1], [0.2, -0.1, 0.0], [-0.1, 0.2, 0.2], [-0.2, 0.1, -0.1], [0.0, 0.0, 0.0], [-0.1, 0.0, 0.0], [0.0, 0.2, 0.0], [-0.1, -0.1, 0.0], [-0.6, 0.0, 0.2], [0.1, 0.2, 0.0], [-0.2, 0.0, 0.0], [0.2, 0.6, -0.1], [0.3, 0.2, -0.2], [0.2, 0.2, -0.3], [0.0, -0.1, 0.9], [-0.2, -0.4, -0.4], [-0.3, -0.4, 0.0], [2.2, 1.5, -0.2], [-0.8, 0.0, -0.6], [-0.1, -0.6, 0.3], [0.1, -0.1, 0.0], [0.1, 0.0, 0.1], [0.1, 0.0, -0.1], [0.1, -0.2, 0.0], [-0.1, -0.2, 0.0], [0.1, 0.1, 0.1], [0.1, 0.0, 0.0], [0.1, 0.2, 0.1], [0.0, -0.1, 0.2], [-0.1, 0.1, -0.3], [-0.1, 0.0, -0.1], [0.0, -0.1, 0.0]], "lowdin_charge": [1.986, -0.103, -0.257, -0.076, -0.245, -0.044, -0.103, -0.096, -0.041, -0.279, -0.108, -0.273, -0.053, -0.092, -0.102, -0.038, -0.219, -0.263, -0.101, -0.077, 0.085, 0.074, 0.077, 0.098, 0.070, 0.075, 0.103, 0.095, 0.102, 0.103, 0.110, 0.110, 0.099, 0.104, 0.089, 0.076, 0.092, 0.094, 0.088, 0.073, -0.342, -0.073, -0.075, -0.068, 0.864, -0.748, -0.152, -0.011, -0.033, -0.216, 0.119, 0.152, 0.108, -0.047, -0.266, -0.018, -0.063, -0.278, -0.052, -0.027, 0.653, -0.275, -0.288, -0.106, -0.231, -0.049, -0.710, -0.118, -0.120, 0.075, 0.084, 0.086, 0.114, 0.089, 0.116, 0.118, 0.119, 0.121, 0.089, 0.099, 0.124], "e_tot_ev": -87122.505, "e_lumo_ev": [-0.4, 0.3], "orbital_gap_ev": [6.320, 6.985], "e_homo_ev": [-6.692, -6.696], "multiplicity": 7, "relative_energy_ev": 0.464}